{
  "formula": "C90H190N10O10",
  "method": "the ωB97M-V functional and the def2-TZVPD basis",
  "species": ["C", "C", "C", "C", "C", "C", "C", "C", "C", "N", "O", "H", "H", "H", "H", "H", "H", "H", "H", "H", "H", "H", "H", "H", "H", "H", "H", "H", "H", "H", "C", "C", "C", "C", "C", "C", "C", "C", "C", "N", "O", "H", "H", "H", "H", "H", "H", "H", "H", "H", "H", "H", "H", "H", "H", "H", "H", "H", "H", "H", "C", "C", "C", "C", "C", "C", "C", "C", "C", "N", "O", "H", "H", "H", "H", "H", "H", "H", "H", "H", "H", "H", "H", "H", "H", "H", "H", "H", "H", "H", "C", "C", "C", "C", "C", "C", "C", "C", "C", "N", "O", "H", "H", "H", "H", "H", "H", "H", "H", "H", "H", "H", "H", "H", "H", "H", "H", "H", "H", "H", "C", "C", "C", "C", "C", "C", "C", "C", "C", "N", "O", "H", "H", "H", "H", "H", "H", "H", "H", "H", "H", "H", "H", "H", "H", "H", "H", "H", "H", "H", "C", "C", "C", "C", "C", "C", "C", "C", "C", "N", "O", "H", "H", "H", "H", "H", "H", "H", "H", "H", "H", "H", "H", "H", "H", "H", "H", "H", "H", "H", "C", "C", "C", "C", "C", "C", "C", "C", "C", "N", "O", "H", "H", "H", "H", "H", "H", "H", "H", "H", "H", "H", "H", "H", "H", "H", "H", "H", "H", "H", "C", "C", "C", "C", "C", "C", "C", "C", "C", "N", "O", "H", "H", "H", "H", "H", "H", "H", "H", "H", "H", "H", "H", "H", "H", "H", "H", "H", "H", "H", "C", "C", "C", "C", "C", "C", "C", "C", "C", "N", "O", "H", "H", "H", "H", "H", "H", "H", "H", "H", "H", "H", "H", "H", "H", "H", "H", "H", "H", "H", "C", "C", "C", "C", "C", "C", "C", "C", "C", "N", "O", "H", "H", "H", "H", "H", "H", "H", "H", "H", "H", "H", "H", "H", "H", "H", "H", "H", "H", "H"],
  "xyz": [[0.851, -6.051, -1.406], [-0.225, -7.129, -1.489], [-0.735, -7.045, -2.921], [0.445, -8.508, -1.334], [0.833, -8.824, 0.165], [-0.354, -8.458, 1.141], [-1.179, -7.199, 0.882], [-2.474, -7.447, 1.681], [-0.416, -5.937, 1.368], [-1.436, -7.196, -0.570], [-2.161, -6.002, -0.842], [1.557, -6.307, -2.183], [0.427, -5.104, -1.598], [1.310, -5.952, -0.443], [-1.471, -7.862, -3.085], [-1.070, -6.033, -3.035], [0.058, -7.306, -3.652], [-0.273, -9.297, -1.575], [1.354, -8.577, -2.001], [1.105, -9.864, 0.254], [1.775, -8.224, 0.330], [-0.230, -8.402, 2.247], [-1.082, -9.303, 1.164], [-3.174, -6.577, 1.592], [-2.218, -7.510, 2.764], [-2.894, -8.366, 1.237], [0.637, -6.207, 1.512], [-0.865, -5.630, 2.286], [-0.488, -5.145, 0.616], [-3.048, -6.332, -1.008], [-0.109, 6.012, 3.188], [-0.915, 6.124, 1.922], [-0.652, 4.823, 1.107], [-2.427, 6.257, 2.267], [-2.858, 7.634, 2.701], [-2.387, 8.671, 1.748], [-0.893, 8.643, 1.566], [-0.530, 9.642, 0.460], [-0.173, 9.139, 2.810], [-0.563, 7.248, 1.100], [0.846, 7.148, 0.925], [-0.398, 6.727, 3.942], [-0.387, 4.997, 3.437], [0.925, 6.091, 2.977], [0.231, 4.881, 0.459], [-0.587, 3.980, 1.748], [-1.526, 4.712, 0.485], [-3.053, 5.944, 1.474], [-2.603, 5.516, 3.032], [-3.921, 7.793, 2.825], [-2.527, 7.832, 3.761], [-2.723, 9.654, 1.995], [-2.892, 8.434, 0.793], [0.547, 9.766, 0.429], [-1.097, 10.560, 0.690], [-0.811, 9.127, -0.452], [0.027, 10.222, 2.704], [0.853, 8.657, 2.787], [-0.660, 9.000, 3.710], [1.055, 6.924, 0.026], [6.261, 0.729, 2.348], [5.260, 1.602, 3.030], [4.266, 0.660, 3.678], [5.912, 2.526, 4.047], [5.033, 3.631, 4.658], [4.339, 4.482, 3.571], [3.707, 3.659, 2.476], [2.351, 3.145, 2.938], [3.527, 4.485, 1.212], [4.627, 2.558, 2.050], [4.232, 1.885, 0.891], [6.990, 1.336, 1.802], [6.855, 0.146, 3.116], [5.775, 0.063, 1.707], [4.783, -0.049, 4.322], [3.499, 1.059, 4.321], [3.713, 0.091, 2.914], [6.289, 1.917, 4.876], [6.756, 3.033, 3.606], [4.284, 3.175, 5.325], [5.662, 4.247, 5.319], [5.129, 5.158, 3.241], [3.550, 5.117, 3.997], [1.590, 3.886, 3.116], [2.497, 2.632, 3.880], [1.903, 2.466, 2.229], [3.011, 5.399, 1.466], [2.967, 3.895, 0.470], [4.551, 4.634, 0.833], [3.465, 1.267, 1.051], [-1.527, -4.752, -5.457], [-1.992, -3.322, -5.287], [-2.218, -3.119, -3.805], [-0.906, -2.352, -5.645], [-1.414, -0.953, -5.835], [-2.475, -1.041, -6.938], [-3.693, -1.897, -6.539], [-4.506, -1.245, -5.462], [-4.566, -2.123, -7.767], [-3.118, -3.224, -6.222], [-4.182, -3.903, -5.604], [-0.510, -4.902, -5.044], [-2.187, -5.519, -5.025], [-1.426, -4.908, -6.518], [-1.270, -3.456, -3.403], [-2.332, -2.068, -3.614], [-2.986, -3.805, -3.314], [-0.094, -2.532, -4.926], [-0.571, -2.690, -6.644], [-1.791, -0.607, -4.897], [-0.578, -0.309, -6.137], [-2.046, -1.539, -7.838], [-2.805, -0.071, -7.317], [-3.815, -0.769, -4.734], [-5.200, -1.932, -4.935], [-5.082, -0.432, -5.935], [-5.409, -2.705, -7.483], [-3.916, -2.571, -8.489], [-5.031, -1.234, -8.183], [-4.535, -4.508, -6.282], [-6.342, -0.464, -0.352], [-5.891, -0.361, 1.111], [-6.535, -1.366, 1.970], [-4.347, -0.451, 1.138], [-3.762, 0.033, 2.474], [-4.174, 1.478, 2.609], [-5.647, 1.668, 2.710], [-6.195, 1.112, 4.033], [-5.913, 3.130, 2.559], [-6.249, 1.112, 1.444], [-7.643, 1.176, 1.608], [-5.919, -1.378, -0.787], [-7.445, -0.636, -0.336], [-6.001, 0.461, -0.874], [-6.011, -2.325, 1.809], [-6.213, -1.151, 2.974], [-7.642, -1.249, 1.873], [-4.114, -1.525, 0.974], [-3.807, 0.209, 0.451], [-4.145, -0.571, 3.303], [-2.684, -0.004, 2.572], [-3.815, 2.049, 1.719], [-3.771, 2.057, 3.470], [-5.682, 0.199, 4.343], [-7.260, 0.889, 3.962], [-5.956, 1.898, 4.759], [-6.991, 3.434, 2.755], [-5.571, 3.436, 1.546], [-5.345, 3.680, 3.282], [-7.926, 1.668, 0.857], [-5.745, 4.729, -3.789], [-4.501, 4.976, -2.972], [-4.407, 6.449, -2.659], [-4.430, 4.144, -1.722], [-4.309, 2.654, -1.930], [-3.143, 2.329, -2.759], [-2.985, 3.210, -3.995], [-1.549, 3.185, -4.414], [-3.807, 2.669, -5.153], [-3.240, 4.659, -3.626], [-3.202, 5.359, -4.878], [-5.579, 4.992, -4.824], [-5.985, 3.682, -3.581], [-6.621, 5.324, -3.438], [-4.316, 6.957, -3.584], [-5.192, 6.815, -1.989], [-3.438, 6.609, -2.175], [-3.627, 4.524, -1.157], [-5.384, 4.300, -1.151], [-4.164, 2.250, -0.953], [-5.283, 2.103, -2.149], [-3.042, 1.268, -2.980], [-2.213, 2.534, -2.159], [-1.458, 3.681, -5.350], [-1.168, 2.168, -4.521], [-1.013, 3.801, -3.731], [-3.168, 1.911, -5.626], [-4.025, 3.465, -5.874], [-4.691, 2.074, -4.896], [-2.409, 5.882, -4.874], [0.380, 4.103, 6.657], [0.173, 2.751, 7.389], [1.366, 2.643, 8.326], [-1.101, 2.675, 8.183], [-2.303, 2.448, 7.257], [-2.084, 1.199, 6.435], [-0.763, 1.187, 5.620], [-0.501, -0.239, 5.232], [-0.810, 2.059, 4.317], [0.339, 1.523, 6.495], [1.458, 1.731, 5.730], [0.396, 4.867, 7.461], [1.293, 4.063, 5.997], [-0.475, 4.316, 6.074], [1.151, 3.218, 9.248], [1.477, 1.591, 8.544], [2.339, 3.073, 8.010], [-1.139, 1.834, 8.879], [-1.134, 3.511, 8.953], [-3.196, 2.353, 7.875], [-2.444, 3.309, 6.644], [-2.889, 0.873, 5.768], [-1.911, 0.394, 7.212], [-0.162, -0.759, 6.162], [0.323, -0.207, 4.515], [-1.367, -0.729, 4.777], [0.153, 2.054, 3.758], [-0.987, 3.093, 4.532], [-1.579, 1.615, 3.677], [2.140, 1.142, 5.994], [4.879, -4.357, -6.078], [4.226, -3.064, -5.525], [2.733, -3.448, -5.278], [4.834, -2.654, -4.172], [4.174, -1.353, -3.723], [4.387, -0.241, -4.773], [3.901, -0.662, -6.132], [2.360, -0.590, -6.057], [4.294, 0.295, -7.230], [4.391, -2.007, -6.456], [3.714, -2.382, -7.611], [5.819, -4.244, -6.641], [5.125, -5.104, -5.284], [4.162, -4.796, -6.742], [2.264, -3.219, -6.225], [2.692, -4.506, -5.055], [2.336, -2.995, -4.410], [4.791, -3.433, -3.452], [5.902, -2.482, -4.354], [3.183, -1.592, -3.477], [4.654, -0.984, -2.823], [5.512, -0.158, -4.743], [4.018, 0.745, -4.493], [1.997, -1.006, -5.110], [1.848, -1.152, -6.868], [2.173, 0.466, -6.045], [5.375, 0.211, -7.400], [4.066, 1.306, -6.833], [3.668, 0.058, -8.096], [4.403, -2.491, -8.237], [4.890, -5.970, 3.852], [4.323, -4.622, 3.338], [2.823, -4.667, 3.699], [4.992, -3.355, 3.852], [6.380, -3.258, 3.205], [6.218, -3.169, 1.713], [5.623, -4.422, 1.156], [5.391, -4.234, -0.313], [6.600, -5.653, 1.338], [4.267, -4.572, 1.837], [3.868, -5.895, 1.466], [4.398, -6.801, 3.393], [5.932, -6.136, 3.767], [4.646, -6.012, 4.966], [2.354, -5.504, 3.220], [2.596, -4.673, 4.759], [2.412, -3.743, 3.287], [4.425, -2.483, 3.449], [4.879, -3.269, 4.917], [6.962, -2.449, 3.612], [7.063, -4.090, 3.415], [7.114, -2.851, 1.232], [5.502, -2.336, 1.530], [4.686, -4.975, -0.771], [6.275, -4.214, -0.928], [4.825, -3.313, -0.436], [7.252, -5.586, 0.437], [6.009, -6.603, 1.369], [7.224, -5.622, 2.176], [2.999, -5.809, 1.044], [0.570, -0.842, 1.696], [0.883, -1.483, 0.338], [1.791, -2.577, 0.580], [-0.374, -2.038, -0.264], [-1.215, -1.045, -0.998], [-0.455, -0.127, -1.921], [0.782, 0.468, -1.323], [1.640, 1.011, -2.506], [0.376, 1.635, -0.414], [1.559, -0.644, -0.718], [2.715, -0.142, -0.105], [1.450, -0.244, 2.011], [-0.396, -0.285, 1.742], [0.376, -1.752, 2.263], [2.736, -2.300, 0.979], [1.385, -3.272, 1.307], [1.859, -3.173, -0.345], [-0.131, -2.854, -0.972], [-1.000, -2.476, 0.550], [-2.105, -1.526, -1.492], [-1.623, -0.355, -0.205], [-1.028, 0.722, -2.383], [-0.148, -0.766, -2.803], [2.542, 0.459, -2.780], [1.825, 2.067, -2.394], [1.061, 0.930, -3.445], [1.176, 2.148, 0.032], [-0.251, 1.337, 0.418], [-0.273, 2.265, -1.053], [3.445, -0.326, -0.739]],
  "atomic_forces_ev_per_a": [[-0.487, -0.585, 0.639], [0.126, -2.040, -0.010], [0.081, -1.444, -0.043], [0.384, -0.640, 1.243], [0.242, 2.205, -0.176], [-0.327, -1.347, 0.559], [0.985, -0.307, -0.354], [-0.141, 1.183, -0.492], [-0.033, -0.697, -0.966], [0.798, 0.772, -0.472], [-0.534, 0.435, -0.003], [0.397, 0.186, -0.037], [-0.495, 1.293, -0.485], [0.587, -0.245, 0.391], [-0.159, 0.942, 0.099], [-0.625, 0.162, -0.696], [-0.140, 0.539, 0.527], [-0.017, 0.182, -0.554], [-0.984, -0.035, 0.702], [0.026, -0.297, 0.161], [-0.895, -0.520, 0.428], [1.296, -0.090, -0.633], [0.489, 0.261, -0.747], [0.422, -0.797, -0.076], [-0.242, -0.375, -0.796], [-0.281, 0.421, 0.677], [-0.181, 0.290, 0.194], [-0.018, 0.520, 0.761], [-0.065, -0.004, 0.404], [-0.114, 0.125, -0.139], [-1.113, -0.380, 0.188], [-0.723, -0.075, -0.169], [-0.622, 1.448, -0.616], [0.699, -0.359, 0.595], [0.143, 0.421, 2.382], [-0.266, -0.638, -1.113], [0.207, 0.003, -0.345], [-0.260, -1.142, 0.235], [2.824, 0.214, -1.767], [0.364, 1.148, -1.218], [0.657, 0.784, 0.955], [-0.085, 0.072, 0.364], [0.459, -0.163, 1.191], [1.085, -0.040, -0.068], [-0.169, -0.024, 0.405], [0.139, -0.856, 0.545], [-0.233, -0.349, -0.591], [-0.440, -0.301, -1.371], [-0.205, -0.223, 0.557], [-0.576, -0.686, -0.254], [0.201, -0.078, -0.938], [-0.101, 0.784, 0.456], [0.380, 0.153, -0.012], [0.106, 0.435, 0.050], [0.511, -0.237, -0.573], [-0.345, 0.528, -0.555], [-0.214, -0.416, 0.102], [-1.099, 0.533, 0.430], [-0.913, -0.606, 1.888], [-0.451, -0.038, -0.765], [2.207, 0.617, 1.212], [-1.553, 1.799, 0.223], [-0.652, -0.845, 0.242], [-0.002, 0.187, 0.999], [-0.769, -0.528, 0.088], [0.878, 0.078, 1.093], [-0.332, -0.869, -1.168], [0.326, -0.484, 0.623], [0.538, -0.526, -0.142], [1.238, -0.433, 0.695], [-1.070, -0.550, -0.090], [-0.162, -0.103, -0.148], [-0.742, 0.530, -0.695], [-0.558, -1.101, -1.125], [0.247, -0.298, -0.156], [-0.106, 0.675, 0.068], [0.237, -0.052, 0.072], [0.144, -0.032, -0.071], [0.467, -0.034, -0.442], [0.030, 0.028, -0.145], [-0.205, -0.033, -0.298], [-0.154, 0.026, -0.688], [0.180, -0.108, 0.047], [0.005, 0.716, -0.029], [-0.335, -0.138, 0.085], [0.009, -0.481, -0.397], [-0.114, 0.437, -0.178], [0.114, 0.410, 0.189], [-0.504, 0.413, -0.150], [0.717, 0.773, 0.022], [1.179, -0.579, -0.045], [-0.541, -0.952, 0.611], [-1.003, -1.292, 0.712], [0.790, -1.081, -1.521], [0.458, -0.154, -0.861], [-0.129, 0.064, -0.578], [1.012, 0.393, -0.754], [-0.105, 0.824, 1.066], [0.327, 0.697, 0.322], [-0.701, 1.002, 0.225], [-0.951, -1.628, -0.083], [-0.454, 0.119, 0.054], [0.084, 0.475, -0.145], [-0.040, -0.392, -0.516], [0.233, 0.206, 0.564], [-0.430, 0.285, 0.659], [0.632, 1.246, -0.814], [-0.068, 0.533, -0.276], [0.446, 0.147, 0.316], [-0.417, 0.698, 0.529], [-0.240, 0.059, 0.064], [0.056, 0.245, 0.578], [-0.095, 0.144, 0.314], [-0.674, -0.247, -0.074], [0.513, 0.433, -0.399], [0.102, -0.237, 0.318], [-0.589, -1.057, 0.021], [-0.091, -0.587, -0.769], [0.389, 0.493, 0.045], [0.360, 0.299, 0.390], [-0.394, -0.452, 0.398], [1.024, 3.071, -1.761], [-0.005, -0.305, 0.853], [0.553, -0.460, 1.055], [-0.484, -0.095, 0.558], [0.910, 1.127, 0.183], [-1.247, -0.715, -1.252], [0.402, 0.219, -0.224], [-1.368, 1.397, -0.125], [1.283, -1.700, 0.794], [-0.533, -0.563, 0.695], [0.096, 0.249, -0.198], [0.680, 0.585, -0.430], [-0.528, -0.935, 0.125], [-1.144, -0.083, -0.458], [-0.457, 0.066, 0.637], [0.934, -0.876, 0.178], [0.214, 0.645, -0.227], [-0.665, -0.445, -0.746], [0.048, 0.080, 0.023], [0.385, -0.386, -0.469], [-0.138, -0.405, 0.385], [0.191, -0.778, -0.284], [-0.051, 0.203, 0.037], [0.028, 0.331, 0.182], [-0.443, -0.292, 0.255], [1.185, -0.528, -0.535], [-0.461, 0.004, 0.613], [0.499, 0.441, 0.511], [-0.442, 0.603, -0.842], [-0.943, -0.422, 0.724], [0.097, 0.685, 0.041], [0.870, -0.169, 1.345], [-2.978, -0.201, 0.301], [-1.937, -0.649, 0.821], [2.212, 0.339, 0.085], [-0.729, 0.003, 0.264], [0.124, -0.174, -0.263], [-0.103, -0.633, -0.572], [0.566, -1.045, -1.141], [-0.687, -0.187, -0.218], [-0.065, -0.330, -0.303], [-0.384, 0.025, -0.934], [0.737, -0.275, -0.029], [-0.521, 0.885, -0.794], [-0.021, -0.043, -0.420], [-0.073, 0.111, 0.272], [1.161, 0.283, 0.965], [0.787, 0.172, -0.228], [0.407, -0.429, 1.020], [1.030, 1.055, -0.639], [-0.251, -0.081, -0.447], [-0.795, -0.033, -0.142], [0.150, 0.217, -1.058], [0.112, 0.065, 0.211], [0.896, 0.061, 0.854], [-0.065, 0.222, -0.263], [-0.083, -0.401, 0.085], [-0.158, 0.621, 0.243], [0.589, 0.306, 0.306], [0.296, -0.550, 0.563], [2.253, -0.095, -0.832], [0.430, 0.618, 1.223], [-0.670, 0.012, 0.858], [-0.244, 0.458, 0.653], [1.403, -0.961, 0.912], [-0.698, 0.575, -0.836], [0.671, -0.702, 0.115], [0.464, -1.004, 0.126], [-1.349, 1.151, 2.221], [0.592, 1.160, -1.573], [0.478, -0.204, -0.626], [-0.927, 0.256, 0.924], [-0.876, 0.491, -0.900], [-0.016, -0.463, -0.201], [0.287, -0.236, 0.478], [-0.674, -0.389, -0.462], [0.641, -0.471, -0.181], [-0.326, -0.369, -1.491], [-0.155, -0.052, -0.086], [-0.229, 0.760, -0.675], [-0.075, 0.341, 0.231], [-0.434, 0.420, -0.870], [-0.411, 0.046, -0.877], [-0.021, -0.484, -0.009], [0.092, -0.003, 0.043], [-0.636, -0.358, 0.540], [-0.572, 0.577, 0.049], [0.014, 0.412, -0.020], [0.652, -1.045, 0.745], [0.831, -0.151, 0.448], [-0.310, -1.990, 2.199], [1.334, -0.667, -0.805], [0.808, 1.359, -1.631], [1.558, 0.436, 0.002], [2.070, -0.970, 0.752], [-1.356, -0.325, 0.272], [-0.120, -0.982, 0.297], [0.272, 0.364, 0.559], [0.987, 1.281, -0.102], [-1.137, -0.279, -0.644], [-0.274, 0.484, 0.211], [-0.484, 0.674, -0.327], [-0.258, -0.499, -0.466], [-0.845, -0.213, 0.261], [-0.116, -0.410, -0.248], [-0.778, 0.870, 0.523], [-0.455, -0.763, 0.633], [0.066, 0.101, 0.099], [-1.585, 0.190, 0.346], [0.081, -0.073, 0.480], [-0.841, 0.239, -0.510], [-0.315, -0.124, 0.049], [-0.054, 0.205, -0.236], [0.362, 0.778, 0.321], [-0.756, 0.520, -0.251], [-0.255, 0.110, -0.351], [0.154, -0.374, -0.598], [0.496, 0.364, -0.102], [0.875, -0.214, -1.056], [-0.690, 0.956, 2.350], [-1.157, -1.275, -0.106], [0.367, 1.423, -0.087], [-0.115, 0.138, -1.584], [0.674, -0.213, 1.037], [-1.127, 1.409, 0.694], [0.229, -1.299, 0.701], [-2.189, -0.268, -1.020], [-1.517, 0.080, -2.111], [1.560, -0.584, -0.379], [-0.885, -0.158, -0.737], [-0.384, -0.316, -0.238], [1.065, 0.156, -0.133], [0.339, 0.004, -1.247], [-0.280, -0.449, -0.090], [0.250, -0.148, 0.280], [-0.334, -0.073, 0.032], [0.138, -0.506, 0.186], [0.517, -0.236, 0.640], [-0.049, 0.852, 0.008], [-0.531, -0.270, 0.292], [0.913, -0.163, -0.525], [0.241, -0.381, -0.127], [0.779, 0.100, 0.573], [0.468, 0.111, 0.029], [0.147, 0.443, -0.169], [-0.341, -0.560, 0.640], [0.707, 0.807, -0.347], [0.819, 0.205, 1.335], [0.300, 0.263, 0.082], [-0.423, 0.393, -0.423], [-0.763, 2.046, -1.015], [0.628, -2.829, -0.221], [-0.886, -1.297, -0.507], [-2.059, 1.885, 1.070], [-0.252, -1.242, -2.311], [1.379, 0.022, -0.141], [-0.872, -0.046, -0.801], [-1.497, -0.736, -0.620], [-1.283, -0.343, 0.402], [1.336, 0.464, -0.455], [-0.754, -0.402, 0.347], [0.908, 0.004, -0.175], [0.343, 0.421, 0.868], [0.925, 0.288, 0.048], [-0.282, -0.184, 0.236], [0.629, 0.226, 0.210], [0.067, 0.163, 0.345], [0.478, 0.050, -0.525], [0.909, 0.458, 0.454], [-0.148, -0.611, -0.545], [0.157, -0.969, 0.644], [-0.045, 0.567, 0.614], [0.045, 0.067, 0.736], [0.507, 0.349, 0.151], [-0.044, 0.112, 0.376], [1.290, 0.930, 0.169], [-0.241, -0.306, 0.062], [0.619, 0.239, 0.441], [-0.701, 0.177, 0.625]],
  "lowdin_charge": [-0.027, -0.503, -0.054, -0.139, -0.129, -0.142, -0.540, -0.042, -0.010, -0.060, -0.045, 0.093, 0.054, 0.042, 0.105, 0.043, 0.101, 0.112, 0.133, 0.092, 0.105, 0.123, 0.111, 0.091, 0.096, 0.088, 0.063, 0.074, 0.064, 0.106, -0.028, -0.506, 0.004, -0.112, -0.193, -0.166, -0.518, -0.036, -0.029, -0.062, -0.048, 0.081, 0.055, 0.065, 0.084, 0.055, 0.065, 0.096, 0.115, 0.111, 0.123, 0.117, 0.135, 0.078, 0.096, 0.081, 0.091, 0.110, 0.041, 0.096, -0.034, -0.514, -0.024, -0.134, -0.160, -0.124, -0.508, -0.027, -0.024, -0.086, -0.052, 0.099, 0.109, 0.045, 0.087, 0.046, 0.082, 0.122, 0.116, 0.098, 0.113, 0.121, 0.122, 0.060, 0.046, 0.069, 0.072, 0.075, 0.100, 0.075, -0.040, -0.550, -0.028, -0.164, -0.170, -0.116, -0.538, -0.026, -0.030, -0.074, -0.049, 0.086, 0.087, 0.083, 0.073, 0.048, 0.120, 0.112, 0.132, 0.071, 0.109, 0.130, 0.117, 0.068, 0.097, 0.090, 0.070, 0.080, 0.088, 0.121, -0.028, -0.523, -0.032, -0.124, -0.175, -0.173, -0.555, -0.011, -0.051, -0.077, -0.035, 0.085, 0.090, 0.074, 0.106, 0.052, 0.110, 0.127, 0.101, 0.102, 0.081, 0.131, 0.120, 0.063, 0.087, 0.090, 0.112, 0.090, 0.069, 0.093, -0.016, -0.575, -0.032, -0.134, -0.196, -0.148, -0.500, -0.042, -0.024, -0.056, -0.043, 0.081, 0.073, 0.101, 0.066, 0.096, 0.087, 0.096, 0.144, 0.079, 0.127, 0.114, 0.116, 0.075, 0.084, 0.083, 0.073, 0.087, 0.082, 0.100, -0.019, -0.498, -0.057, -0.145, -0.180, -0.117, -0.521, -0.042, 0.008, -0.104, -0.053, 0.100, 0.099, 0.034, 0.089, 0.082, 0.088, 0.118, 0.143, 0.113, 0.093, 0.114, 0.137, 0.107, 0.067, 0.084, 0.070, 0.046, 0.060, 0.090, -0.031, -0.509, -0.022, -0.114, -0.190, -0.124, -0.539, -0.039, -0.030, -0.092, -0.022, 0.086, 0.096, 0.063, 0.076, 0.081, 0.047, 0.101, 0.126, 0.062, 0.106, 0.141, 0.115, 0.061, 0.096, 0.079, 0.093, 0.096, 0.088, 0.100, -0.026, -0.489, -0.031, -0.108, -0.173, -0.160, -0.495, -0.053, -0.008, -0.032, -0.092, 0.070, 0.047, 0.112, 0.061, 0.086, 0.070, 0.112, 0.117, 0.097, 0.102, 0.123, 0.116, 0.098, 0.080, 0.070, 0.091, 0.096, 0.033, 0.078, -0.011, -0.536, -0.067, -0.143, -0.178, -0.160, -0.477, 0.007, -0.007, -0.047, -0.062, 0.087, 0.072, 0.083, 0.068, 0.074, 0.100, 0.113, 0.140, 0.118, 0.103, 0.102, 0.127, 0.052, 0.081, 0.074, 0.046, 0.065, 0.088, 0.121],
  "e_above_lowest_kj_mol": 291.3,
  "max_force_ha_per_bohr": 0.07167,
  "smiles": "CC1(C)CCCC(C)(C)N1O.CC1(C)CCCC(C)(C)N1O.CC1(C)CCCC(C)(C)N1O.CC1(C)CCCC(C)(C)N1O.CC1(C)CCCC(C)(C)N1O.CC1(C)CCCC(C)(C)N1O.CC1(C)CCCC(C)(C)N1O.CC1(C)CCCC(C)(C)N1O.CC1(C)CCCC(C)(C)N1O.CC1(C)CCCC(C)(C)N1O",
  "homo_energy_ev": -8.00
}